A 10-piece molecular cluster, C43H110N6O4 overall, computed with ωB97M-V/def2-TZVPD.

ORCA input file:
```
! RIJCOSX wB97M-V def2-TZVPD def2/J DEFGRID3
* xyz 0 1
C 2.484 6.874 -4.168
C 1.590 7.790 -3.346
N 0.453 7.012 -2.826
C 0.848 6.248 -1.656
C 0.438 4.754 -1.667
C -0.737 7.818 -2.615
C -1.990 7.015 -2.332
H 1.944 6.427 -5.000
H 2.859 6.014 -3.603
H 3.381 7.393 -4.515
H 2.078 8.363 -2.552
H 1.163 8.484 -4.077
H 1.928 6.262 -1.508
H 0.333 6.682 -0.782
H -0.591 4.676 -2.035
H 0.895 4.337 -2.573
H 0.606 4.269 -0.714
H -0.898 8.395 -3.530
H -0.565 8.550 -1.805
H -2.876 7.642 -2.258
H -1.867 6.330 -1.494
H -2.167 6.361 -3.194
C -3.645 4.220 0.630
C -2.997 4.553 1.954
N -1.986 3.564 2.263
C -2.452 2.240 2.660
C -3.253 2.197 3.958
C -1.039 4.104 3.233
C 0.122 4.834 2.531
H -4.394 4.929 0.262
H -4.275 3.332 0.764
H -2.928 4.034 -0.167
H -2.546 5.552 1.937
H -3.768 4.762 2.717
H -3.067 1.765 1.887
H -1.608 1.547 2.653
H -2.750 2.681 4.797
H -4.232 2.649 3.791
H -3.439 1.181 4.317
H -0.574 3.301 3.817
H -1.455 4.733 4.032
H -0.240 5.444 1.702
H 0.882 4.166 2.129
H 0.591 5.477 3.281
C 0.284 1.484 0.440
C 0.815 0.668 -0.755
N 1.608 -0.525 -0.395
C 0.727 -1.477 0.277
C 1.242 -2.915 0.206
C 2.790 -0.224 0.383
C 3.792 0.736 -0.255
H -0.750 1.782 0.256
H 0.832 2.408 0.615
H 0.267 0.880 1.346
H -0.056 0.285 -1.287
H 1.415 1.279 -1.428
H 0.671 -1.291 1.361
H -0.286 -1.486 -0.123
H 1.288 -3.229 -0.843
H 2.267 -2.972 0.578
H 0.594 -3.607 0.739
H 3.346 -1.146 0.560
H 2.506 0.200 1.360
H 3.363 1.730 -0.394
H 4.185 0.324 -1.183
H 4.614 0.862 0.450
C -3.053 0.367 -2.867
C -4.342 0.895 -2.280
N -4.970 1.947 -3.094
C -6.267 2.283 -2.500
C -7.256 1.117 -2.636
C -4.081 3.119 -3.095
C -4.704 4.296 -3.846
H -3.053 -0.062 -3.866
H -2.739 -0.503 -2.270
H -2.232 1.061 -2.674
H -5.040 0.057 -2.218
H -4.152 1.208 -1.239
H -6.739 3.126 -3.006
H -6.136 2.631 -1.463
H -7.093 0.610 -3.585
H -8.299 1.369 -2.460
H -7.024 0.393 -1.848
H -3.970 3.415 -2.038
H -3.090 2.964 -3.510
H -5.495 4.834 -3.331
H -3.915 5.029 -4.037
H -5.045 3.969 -4.830
C 7.015 -1.987 6.188
C 5.859 -1.891 5.206
N 6.210 -1.660 3.790
C 5.066 -1.103 3.096
C 4.677 0.313 3.514
C 6.725 -2.892 3.206
C 7.216 -2.701 1.782
H 7.908 -2.431 5.755
H 6.616 -2.458 7.085
H 7.353 -0.987 6.480
H 5.328 -2.861 5.199
H 5.082 -1.212 5.558
H 5.287 -1.176 2.031
H 4.187 -1.752 3.274
H 5.501 0.757 4.076
H 4.581 0.963 2.643
H 3.717 0.348 4.022
H 5.953 -3.683 3.192
H 7.492 -3.299 3.865
H 7.782 -3.561 1.419
H 7.809 -1.797 1.658
H 6.345 -2.706 1.121
C -3.069 -3.932 4.022
C -2.981 -5.209 3.176
N -3.526 -4.987 1.795
C -4.971 -4.731 1.829
C -5.589 -4.674 0.425
C -3.085 -6.144 1.000
C -1.732 -5.920 0.334
H -4.045 -3.462 4.107
H -2.563 -3.153 3.429
H -2.443 -3.991 4.909
H -1.936 -5.440 2.990
H -3.547 -6.027 3.634
H -5.464 -5.563 2.354
H -5.067 -3.771 2.325
H -6.616 -4.303 0.485
H -5.069 -3.999 -0.256
H -5.679 -5.650 -0.048
H -3.784 -6.266 0.173
H -3.149 -7.076 1.573
H -0.884 -5.521 0.885
H -1.831 -5.302 -0.565
H -1.449 -6.868 -0.141
C -3.237 -1.477 0.853
O -2.285 -2.534 0.896
H -3.777 -1.362 1.799
H -2.636 -0.570 0.729
H -3.903 -1.585 -0.008
H -2.746 -3.366 1.153
C -0.534 -3.045 -3.094
O -0.303 -1.664 -3.066
H -1.163 -3.268 -3.956
H 0.383 -3.637 -3.232
H -1.004 -3.401 -2.169
H 0.260 -1.370 -2.345
C 1.654 -6.952 -1.292
O 1.664 -7.554 -0.034
H 1.101 -6.003 -1.245
H 2.606 -6.602 -1.709
H 1.132 -7.479 -2.101
H 2.476 -8.049 0.093
C 4.501 -2.934 -3.441
C 5.849 -3.438 -3.914
C 6.429 -3.994 -2.609
O 5.313 -4.573 -1.949
C 4.095 -4.024 -2.448
H 3.748 -2.818 -4.223
H 4.609 -1.946 -2.989
H 6.462 -2.742 -4.484
H 5.785 -4.326 -4.554
H 6.914 -3.209 -2.010
H 7.241 -4.709 -2.744
H 3.468 -3.592 -1.666
H 3.597 -4.861 -2.947
*
```

Results
* highest occupied orbital energy: -8.32 eV
* DFT total energy: -2333.6241 a.u.
* HOMO-LUMO gap: 0.3306 hartree

Mulliken population analysis, charges in e, atoms 1 to 8:
1 C -1.23
2 C -0.55
3 N 0.28
4 C -1.04
5 C -0.40
6 C -0.65
7 C -0.73
8 H 0.31